Record 1
A cluster of 7 separate species, C30H55B2F8N10 in total at a distorted geometry. Source: the Open Molecules 2025 dataset; level of theory: ωB97M-V with the def2-TZVPD basis set.

```
105
Properties=species:S:1:pos:R:3:forces:R:3
C 3.20452 -3.21689 0.65614 0.3 1.1 0.2
C 4.26051 -2.31782 0.02050 0.3 -0.6 0.0
N 5.03432 -1.55567 1.02350 -0.5 0.5 0.1
C 6.15577 -0.82120 0.75090 0.8 -0.3 -0.3
C 6.60130 -0.28240 1.91034 -0.2 -0.1 -0.1
N 5.69922 -0.65974 2.87472 -0.2 0.6 0.4
C 4.73814 -1.37913 2.30860 0.2 -0.8 -0.1
C 5.80061 -0.33985 4.30557 0.3 -0.8 0.1
H 3.67263 -3.86968 1.39118 -0.1 -0.3 -0.2
H 2.71932 -3.77125 -0.13932 -0.1 -0.2 0.2
H 2.47180 -2.59325 1.17031 -0.3 -0.2 -0.1
H 3.86237 -1.59675 -0.68662 -0.2 0.0 0.0
H 4.98505 -2.95273 -0.49234 0.1 0.2 0.0
H 6.65358 -0.84433 -0.20406 -0.2 0.0 -0.1
H 7.49263 0.28439 2.11259 0.0 0.0 0.1
H 3.92807 -1.85693 2.83016 -0.1 0.1 0.0
H 4.85963 0.01454 4.71277 0.0 0.3 -0.2
H 6.62579 0.35061 4.43601 -0.2 0.2 0.1
H 6.05385 -1.26073 4.83269 0.1 0.1 0.0
C 2.48855 7.63820 -1.09217 0.1 -0.1 -0.1
C 3.73843 6.78515 -0.91528 -0.3 0.2 -0.4
N 3.38622 5.37302 -0.67336 0.5 -0.5 -0.4
C 2.54746 4.59152 -1.43518 -0.5 0.2 -0.2
C 2.71543 3.30580 -1.05831 0.4 -0.3 0.2
N 3.71551 3.30480 -0.10675 0.0 0.0 0.4
C 4.08440 4.55671 0.10965 0.3 0.7 -0.2
C 4.23899 2.15049 0.63523 -0.6 0.2 0.0
H 1.69357 7.36513 -0.40055 0.1 0.2 0.2
H 2.09445 7.51990 -2.10207 0.0 0.0 0.0
H 2.75558 8.68688 -0.98380 -0.1 0.0 0.1
H 4.40547 7.09399 -0.11417 -0.2 0.1 0.2
H 4.31703 6.84341 -1.83840 0.1 -0.2 0.1
H 1.88963 4.99265 -2.18533 0.0 0.1 0.1
H 2.24117 2.38327 -1.34557 -0.1 0.1 -0.1
H 4.88664 4.91346 0.73467 0.0 -0.2 0.2
H 5.22695 2.39952 1.00759 0.1 -0.1 -0.2
H 4.22225 1.29082 -0.02742 0.2 0.0 0.0
H 3.57442 1.94789 1.47430 0.0 -0.1 0.0
C -4.07117 0.66992 -4.84326 -0.3 -0.7 -0.2
C -2.82249 0.07986 -5.48945 -0.5 0.4 0.3
N -1.96532 -0.58753 -4.50420 0.4 0.2 -0.6
C -1.05486 0.04204 -3.68976 0.3 0.2 -0.1
C -0.35031 -0.92165 -3.04887 -0.4 -0.4 0.5
N -0.90394 -2.12438 -3.42999 0.7 -0.3 -0.6
C -1.81042 -1.89613 -4.37033 -0.5 0.0 0.4
C -0.46843 -3.49053 -3.07282 -0.4 0.1 0.2
H -4.67105 -0.13754 -4.41177 0.1 0.0 0.1
H -4.69384 1.09119 -5.63130 0.1 0.3 0.1
H -3.85776 1.39735 -4.06294 0.1 0.2 -0.1
H -2.24606 0.86854 -5.96832 0.2 -0.1 -0.1
H -3.12048 -0.65050 -6.23742 0.2 0.0 -0.1
H -0.93943 1.11122 -3.70274 0.0 0.0 0.1
H 0.43620 -0.89974 -2.31547 0.0 0.2 0.0
H -2.36724 -2.63900 -4.91661 0.0 -0.1 0.1
H 0.21186 -3.87606 -3.82627 0.0 0.0 0.0
H -1.38357 -4.07403 -3.01961 0.2 -0.3 0.0
H -0.02394 -3.51376 -2.08242 0.0 0.2 0.0
C -2.72354 1.88516 -0.48572 0.6 0.4 0.0
C -2.68571 0.61208 0.31576 -0.5 -0.4 0.5
N -3.40400 -0.48405 -0.36228 0.6 0.1 -0.2
C -2.90122 -1.75183 -0.48393 0.3 -0.3 -0.2
C -3.82526 -2.49092 -1.14806 -0.1 -0.3 0.7
N -4.90685 -1.67259 -1.35155 0.1 0.0 -0.9
C -4.59855 -0.44371 -0.94222 -0.6 -0.2 0.5
C -6.18805 -2.07004 -1.96216 0.3 0.1 0.3
H -2.19628 1.74238 -1.43059 -0.3 -0.1 -0.1
H -2.15458 2.67418 0.00906 -0.1 -0.1 0.2
H -3.73120 2.26618 -0.63969 0.0 -0.1 -0.1
H -3.16190 0.70066 1.29753 0.0 0.3 -0.1
H -1.68283 0.23844 0.50932 0.1 0.1 -0.3
H -1.93916 -2.05803 -0.09459 0.0 0.1 0.1
H -3.82088 -3.55430 -1.32692 -0.1 0.0 -0.1
H -5.27992 0.38808 -0.99182 0.1 0.1 0.0
H -6.63315 -1.17776 -2.39119 -0.3 -0.1 0.0
H -6.79892 -2.50931 -1.17785 -0.2 0.1 -0.1
H -6.02316 -2.81541 -2.73391 0.1 0.0 0.0
C -4.90926 -1.69417 2.81168 0.0 0.5 -0.3
C -4.17891 -1.46668 4.11706 0.1 -0.4 0.8
N -2.79854 -1.02046 3.85908 0.3 0.1 0.3
C -1.86105 -1.77276 3.20638 -0.1 -1.1 -0.4
C -0.73823 -1.04286 3.06139 -0.2 0.6 0.1
N -1.02208 0.19040 3.62388 0.4 -0.1 0.5
C -2.23743 0.14315 4.16752 -0.2 0.5 -0.5
C -0.17830 1.39221 3.57512 -0.3 -0.3 -0.4
H -4.96940 -0.72891 2.29451 0.0 -0.1 -0.2
H -5.93652 -2.02743 2.93728 0.1 -0.1 0.3
H -4.37800 -2.41839 2.19131 0.0 0.0 0.0
H -4.10017 -2.36634 4.72984 0.0 -0.1 -0.2
H -4.64011 -0.73426 4.77912 -0.1 0.2 -0.3
H -2.05752 -2.78432 2.88183 -0.1 0.0 0.0
H 0.21297 -1.28154 2.62232 -0.1 0.1 -0.2
H -2.68283 0.95734 4.71524 -0.2 -0.1 -0.1
H -0.74534 2.16296 3.05590 0.1 0.2 0.2
H 0.67538 1.15645 2.94585 0.1 0.0 0.2
H 0.10747 1.70339 4.57448 0.1 0.0 0.0
B 1.27732 -0.01544 0.07329 -0.4 -0.3 0.1
F 1.90700 -0.05734 1.33914 0.3 0.2 0.0
F 2.23049 -0.09746 -0.96080 0.1 0.2 0.1
F 0.39371 -1.09959 -0.00333 0.0 0.2 -0.2
F 0.55348 1.18525 -0.06328 0.1 0.1 0.1
B -1.62414 -4.56281 0.80560 -0.4 -0.7 0.0
F -0.70534 -3.50453 0.98693 0.1 0.4 0.1
F -1.69746 -4.81866 -0.58856 0.0 0.1 0.0
F -1.25930 -5.66478 1.54430 0.1 0.2 -0.3
F -2.92177 -4.13472 1.23458 0.1 0.4 0.0
```
Forces are in eV/Å.

The HOMO energy is -16.308 eV. Its total energy is -69988.1474 eV. The maximum force comes out at 1.21 eV/Å. As for the charge: +3. The frontier orbital gap comes out at 10.4 eV.

=====

Record 2
A structure of composition C30H55CdN2O2P2 at a distorted geometry. Source: the Open Molecules 2025 dataset; level of theory: ωB97M-V with the def2-TZVPD basis set.

```
92
Properties=species:S:1:pos:R:3:forces:R:3
C 1.43945 -0.74248 -2.71671 -0.7 -0.5 -0.7
C -0.78012 -1.64899 -2.54190 1.0 0.4 0.0
C 1.58367 -1.17875 -4.02983 0.0 0.2 0.5
C -0.66665 -2.06671 -3.91739 0.2 0.0 -0.2
C 0.48559 -1.84401 -4.63722 -0.3 0.0 0.4
H 2.51480 -0.99483 -4.57190 -0.4 -0.1 0.2
H -1.52003 -2.58358 -4.36659 0.3 0.2 0.1
H 0.55782 -2.18169 -5.67726 0.0 0.1 0.4
N 0.30276 -0.94209 -1.98775 0.1 -1.0 -2.0
P 1.88421 1.32015 -0.89676 2.2 1.7 -1.4
P -1.78368 -1.71170 -0.00657 -2.1 -2.2 0.1
C 2.56915 -0.01219 -2.02291 0.0 0.1 0.4
H 3.09006 -0.71997 -1.35521 -0.2 0.2 -0.3
H 3.30540 0.36179 -2.75438 -0.3 -0.1 0.3
C -0.30720 0.71480 1.76257 -1.9 4.5 10.7
O -0.51442 1.11980 2.84801 0.9 -2.2 -5.4
C -1.90512 -1.94518 -1.76179 0.0 0.3 0.3
H -2.68869 -2.56530 -2.21057 0.3 0.3 0.2
C -1.29001 -3.44368 0.71489 -0.1 0.2 -0.2
C -3.54451 -1.31344 0.64506 0.1 -0.3 -0.3
C 3.34608 1.82614 0.28165 -0.1 -0.1 -0.3
C 1.49246 2.74652 -2.11654 0.2 -0.2 0.1
C -0.80541 -3.29583 2.17028 0.0 0.0 0.1
H -1.63896 -3.09777 2.86026 0.3 -0.1 -0.2
H -0.32262 -4.23598 2.49904 -0.1 0.3 -0.1
H -0.08415 -2.47088 2.27570 -0.2 -0.3 0.0
C -2.39807 -4.51015 0.64549 -0.1 -0.1 0.0
H -3.22761 -4.30847 1.34228 0.3 -0.1 -0.3
H -2.80509 -4.60176 -0.37631 0.2 0.0 0.4
H -1.96808 -5.49283 0.92150 -0.1 0.4 -0.1
C -0.14295 -3.93471 -0.19686 0.1 -0.1 0.0
H 0.32154 -4.83331 0.25407 -0.2 0.4 -0.2
H -0.52915 -4.20819 -1.19162 0.1 0.1 0.4
H 0.63351 -3.17047 -0.34740 -0.3 -0.3 0.0
C -3.62084 -1.51241 2.17090 -0.1 0.0 0.0
H -2.81335 -0.96462 2.68694 -0.3 -0.2 -0.1
H -4.58567 -1.11335 2.53628 0.4 -0.1 -0.1
H -3.57313 -2.57372 2.46307 0.0 0.5 -0.1
C -3.85744 0.16169 0.34606 -0.1 -0.1 0.2
H -3.19906 0.83901 0.91106 -0.3 -0.3 -0.1
H -3.76316 0.38463 -0.72773 -0.2 -0.2 0.4
H -4.90107 0.36833 0.65046 0.4 -0.1 -0.1
C -4.61482 -2.15815 -0.07829 -0.2 0.0 0.0
H -4.49377 -3.23981 0.07182 -0.1 0.5 -0.1
H -5.61140 -1.87419 0.31023 0.4 -0.1 -0.2
H -4.60661 -1.95063 -1.16128 0.0 -0.1 0.4
C 0.82113 3.88571 -1.32153 0.1 0.0 0.0
H 0.54822 4.70065 -2.01760 0.1 -0.3 0.3
H -0.09728 3.54771 -0.82140 0.6 0.2 -0.2
H 1.49628 4.30972 -0.55904 -0.3 -0.1 -0.3
C 0.51953 2.18569 -3.18274 -0.1 0.1 -0.1
H 1.05373 1.55889 -3.91459 -0.2 0.3 0.3
H -0.29608 1.58559 -2.76077 0.3 0.2 -0.2
H 0.07186 3.03978 -3.72337 0.2 -0.3 0.2
C 2.71472 3.28654 -2.89364 0.0 0.1 -0.1
H 2.34210 3.85618 -3.76485 0.1 -0.2 0.3
H 3.33791 3.96859 -2.30120 -0.3 -0.3 -0.3
H 3.35146 2.47422 -3.28593 -0.2 0.3 0.1
C 4.40549 0.70783 0.29985 -0.1 0.0 0.0
H 4.92640 0.61549 -0.66803 -0.2 0.1 0.4
H 5.16446 0.94795 1.06840 -0.3 -0.1 -0.3
H 3.96465 -0.26606 0.55271 0.2 0.6 -0.2
C 2.73007 1.96827 1.68866 0.0 0.0 0.0
H 2.29270 1.01876 2.03305 0.2 0.2 0.0
H 3.51699 2.27699 2.40273 -0.4 -0.1 -0.2
H 1.92830 2.72534 1.70823 0.3 -0.1 0.0
C 4.08499 3.13281 -0.06415 0.0 0.1 0.0
H 4.64454 3.05645 -1.00881 -0.2 0.0 0.4
H 3.41339 4.00328 -0.11532 0.3 -0.3 0.0
H 4.81858 3.33031 0.74024 -0.3 -0.1 -0.3
Cd 0.00000 0.00000 0.00000 0.3 -1.5 -3.3
N 1.49367 -1.27745 0.79464 4.2 -3.4 2.5
C 2.29340 -1.98030 1.28570 -1.7 1.5 -1.1
C 3.30875 -2.86399 1.89055 0.4 -0.4 0.2
C 3.12064 -4.30693 1.35784 -0.1 0.0 -0.1
C 4.71107 -2.33536 1.49029 0.1 0.0 0.2
C 3.13270 -2.84986 3.43121 -0.1 0.1 0.0
H 2.13128 -4.70393 1.63337 0.4 0.1 -0.1
H 3.21933 -4.33982 0.26187 0.0 0.0 0.4
H 3.89728 -4.95154 1.80457 -0.3 0.3 -0.2
H 4.87675 -1.31362 1.86906 0.0 -0.6 -0.1
H 5.48076 -2.99708 1.92300 -0.4 0.2 -0.2
H 4.82817 -2.32815 0.39420 0.0 0.0 0.4
H 3.88335 -3.52113 3.88258 -0.3 0.3 -0.2
H 3.27381 -1.83811 3.84222 0.0 -0.3 -0.1
H 2.12821 -3.20638 3.71316 0.4 0.1 -0.1
C -2.12362 2.50947 -0.50684 -0.9 1.3 -0.5
O -1.48232 1.28933 -0.85908 -2.3 1.3 -1.6
H -1.73440 2.88529 0.46270 0.0 -0.2 -0.8
H -3.22128 2.45191 -0.42323 0.4 -0.5 0.3
H -2.02396 3.24774 -1.33017 0.5 -0.2 0.7
H -1.94538 0.90831 -1.64740 0.5 0.1 0.8
```
Forces are in eV/Å.

The HOMO energy is -8.905 eV. Its total energy is -62211.8292 eV. The maximum force comes out at 11.79 eV/Å. As for the charge: +1. The frontier orbital gap comes out at 6.0 eV.

=====

Record 3
A cluster of 11 separate species, C30H55F6N5O5P in total at a distorted geometry. Source: the Open Molecules 2025 dataset; level of theory: ωB97M-V with the def2-TZVPD basis set.

```
102
Properties=species:S:1:pos:R:3:forces:R:3
P -0.59998 0.34748 0.48590 -0.5 1.5 0.7
F -1.82244 -0.32758 -0.34738 -0.1 -0.4 0.6
F -1.51409 1.73390 0.62574 -0.4 -1.9 -0.2
F -1.16039 -0.06409 1.94453 -0.3 -0.9 -0.9
F 0.56894 1.17929 1.23126 0.7 -0.6 -0.2
F 0.26667 -1.02053 0.36027 -0.3 0.5 0.4
F -0.01635 0.85816 -0.93252 0.2 0.1 -0.2
C -3.63438 -2.80347 -1.04116 -0.8 0.3 1.9
C -4.96768 -3.18916 -0.54566 0.1 -0.5 -1.2
N -6.00617 -3.47323 -0.15202 -0.2 0.0 0.2
H -3.50151 -1.97819 -0.32936 1.0 0.2 -0.6
H -3.56117 -2.46234 -2.06497 -0.3 -0.1 -0.1
H -2.93544 -3.59741 -0.79345 0.2 0.1 -0.2
C -0.89824 4.15620 0.15818 -0.8 -0.1 -0.3
C -1.05913 4.20536 1.60672 0.8 -0.3 -0.6
N -1.13045 4.19571 2.74870 -0.3 0.5 0.4
H -1.05587 3.13669 -0.19470 0.3 0.6 0.2
H 0.07604 4.44653 -0.22135 -0.1 0.6 0.2
H -1.74070 4.70675 -0.25899 0.4 0.5 -0.3
C 2.82381 3.21371 1.29057 -0.3 -0.1 0.6
C 3.17660 3.10485 2.71082 0.1 0.1 -0.4
N 3.45197 2.98580 3.81715 0.1 0.0 0.2
H 2.85237 2.21047 0.87333 0.0 0.1 -0.2
H 3.48658 3.88304 0.74886 0.1 0.0 0.1
H 1.80061 3.58516 1.24574 0.0 -0.1 -0.1
C -2.55155 2.34500 -2.39963 -0.4 -0.4 -0.5
C -1.69014 3.47767 -2.73162 -0.1 -0.3 0.4
N -1.00759 4.36274 -2.99299 0.0 0.0 -0.2
H -3.52982 2.63264 -2.01385 0.0 0.4 0.0
H -2.14098 1.63428 -1.68220 0.4 0.3 -0.1
H -2.73094 1.81324 -3.33718 0.0 -0.1 0.1
C 0.74778 -0.32252 3.96892 0.0 1.1 0.9
C 0.18721 1.00673 4.23173 0.0 -0.2 0.0
N -0.28385 2.03724 4.39808 0.0 0.1 0.4
H 1.29447 -0.20511 3.03732 -0.2 -0.7 -0.1
H -0.09477 -1.00382 3.99799 0.2 -0.3 -0.6
H 1.42041 -0.56777 4.79115 0.1 -0.1 -0.2
C -0.54610 -3.64464 -3.83919 1.5 -1.2 -0.2
C 0.16137 -3.46234 -2.48730 -0.6 1.1 0.9
C 0.50862 -1.94547 -2.52877 -0.5 -1.3 0.3
O 0.56147 -1.63927 -3.90998 0.5 0.5 -0.8
C 0.40859 -2.82450 -4.69112 -0.4 0.4 0.4
H -1.56956 -3.28693 -3.90294 0.0 0.1 0.2
H -0.46318 -4.69179 -4.14451 -0.5 0.0 0.0
H 1.06745 -4.04767 -2.33205 -0.1 -0.3 -0.6
H -0.46475 -3.65542 -1.61323 -0.1 -0.1 -0.1
H 1.44446 -1.71978 -2.01543 0.0 0.1 -0.1
H -0.30089 -1.40733 -2.03876 0.1 0.4 -0.2
H 1.34271 -3.38498 -4.81274 0.2 0.1 0.1
H 0.07613 -2.54534 -5.68992 -0.2 0.1 0.1
C 0.38833 -3.70784 2.71035 0.5 0.3 0.3
C -0.51644 -3.71788 3.97718 0.1 0.5 -0.4
C 0.48529 -3.73750 5.14496 0.5 -0.6 0.2
O 1.76134 -3.42777 4.58509 -0.5 -0.5 0.0
C 1.73531 -4.04854 3.30888 1.7 0.0 -0.8
H 0.59332 -2.73863 2.25239 -0.9 0.2 0.2
H 0.08462 -4.37394 1.90525 -0.1 -0.2 0.2
H -1.15322 -4.60042 3.96839 -0.1 0.0 0.1
H -1.13518 -2.82542 4.05204 -0.2 -0.1 -0.2
H 0.55592 -4.74111 5.58669 -0.2 -0.1 -0.1
H 0.30120 -3.06632 5.98306 -0.2 0.3 -0.3
H 1.99488 -5.11772 3.27197 -0.5 -0.2 0.8
H 2.58451 -3.62676 2.76244 -0.3 0.2 -0.1
C 4.86244 -0.22874 1.05662 0.5 -0.1 0.4
C 3.58426 -0.49474 0.27022 -0.2 -1.0 -0.5
C 2.98637 -1.71181 0.97188 0.5 1.0 1.4
O 4.12316 -2.44660 1.40625 0.1 -1.0 -0.7
C 5.18148 -1.55895 1.76612 -0.6 -0.8 0.1
H 4.74619 0.54779 1.81363 0.0 0.2 -0.2
H 5.67745 0.01848 0.37786 0.0 0.3 0.1
H 3.82236 -0.87767 -0.72502 0.2 0.5 -0.1
H 2.90424 0.34644 0.16536 0.0 -0.1 0.1
H 2.33216 -2.33038 0.36451 0.1 -0.1 0.0
H 2.48393 -1.38708 1.89588 -0.4 -0.1 -0.3
H 6.11273 -2.04898 1.46768 0.0 0.2 -0.3
H 5.19886 -1.56788 2.86341 0.0 0.7 0.0
C -6.28002 3.46696 1.18082 0.8 0.0 0.7
C -5.06691 2.59013 1.43433 1.0 -0.6 -0.3
C -5.11968 1.60351 0.25114 -1.5 -0.8 1.4
O -5.69479 2.33824 -0.84186 0.7 -0.1 -0.1
C -6.33405 3.50186 -0.34113 -0.5 0.4 0.8
H -6.07912 4.44061 1.63061 -0.3 0.1 -0.2
H -7.13803 3.04064 1.70244 -0.2 0.0 -0.4
H -5.09891 2.13040 2.42226 0.0 -0.3 -0.2
H -4.11342 3.12420 1.41501 -0.1 0.3 -0.1
H -5.83005 0.80772 0.53173 -0.3 0.2 -0.1
H -4.24760 0.98739 0.03382 0.6 1.0 -0.5
H -7.38138 3.53742 -0.64411 0.1 0.0 -0.5
H -5.79800 4.40896 -0.63085 -0.1 -0.1 -0.6
C 2.15675 0.84869 -4.28412 0.5 -1.0 0.2
C 2.83996 2.14682 -4.68727 -0.9 1.2 -0.1
C 3.62378 2.59198 -3.45799 1.4 -0.3 -0.3
O 3.88449 1.40169 -2.72398 0.0 0.2 0.4
C 2.91192 0.41445 -3.02153 -0.5 0.0 0.6
H 2.26052 -0.00406 -4.95372 -0.1 0.5 -0.6
H 1.09099 0.93253 -4.08982 0.0 0.3 0.0
H 2.07620 2.91441 -4.85063 0.0 -0.1 -0.3
H 3.44606 2.11490 -5.59120 0.1 -0.3 0.1
H 3.17635 3.42478 -2.90251 -0.5 -0.5 0.3
H 4.62909 2.96374 -3.69232 -0.1 0.1 -0.3
H 2.22961 0.30211 -2.17257 0.0 0.1 0.0
H 3.41465 -0.54811 -3.14762 0.1 0.1 -0.1
```
Forces are in eV/Å.

The HOMO energy is -7.371 eV. Its total energy is -75288.2158 eV. The maximum force comes out at 2.18 eV/Å. As for the charge: -1. The frontier orbital gap comes out at 9.6 eV.

=====

What is the formula in the second record? C30H55CdN2O2P2

=====

The lowest charge belongs to which entry? C30H55F6N5O5P